Entry 1:
93
Properties=species:S:1:pos:R:3:lowdin_spin:R:1 method="wB97M-V/def2-TZVPD" largest_force_ha_per_bohr=0.0632 multiplicity=2 charge=+1 de_lowest_ev=0.143 s2=0.7544
C -1.843 7.418 -15.095 0.000
C -1.080 7.903 -16.291 0.000
O -0.053 7.006 -16.537 0.000
C 0.634 7.095 -17.628 0.000
O 0.342 7.810 -18.544 0.000
O 1.714 6.162 -17.695 0.000
C 2.350 5.996 -18.937 0.000
H -2.560 8.177 -14.782 0.000
H -1.147 7.376 -14.258 0.000
H -2.331 6.453 -15.237 0.000
H -0.590 8.839 -16.022 0.000
H -1.763 8.054 -17.127 0.000
H 2.984 6.851 -19.172 0.000
H 1.734 5.928 -19.834 0.000
H 3.166 5.274 -18.961 0.000
C -2.599 9.186 -21.157 0.000
C -2.202 9.403 -19.766 0.000
C -3.047 10.602 -19.476 0.000
O -4.297 10.369 -20.076 0.000
C -4.069 9.545 -21.233 0.000
H -2.367 8.227 -21.620 0.000
H -2.010 9.908 -21.723 0.000
H -1.143 9.647 -19.683 0.000
H -2.436 8.534 -19.152 0.000
H -2.553 11.485 -19.882 0.000
H -3.178 10.662 -18.396 0.000
H -4.523 9.986 -22.120 0.000
H -4.563 8.594 -21.034 0.000
C 2.031 14.208 -19.534 0.000
C 1.408 12.899 -19.968 0.000
C 1.253 13.048 -21.434 0.000
O 2.068 14.175 -21.773 0.000
C 2.886 14.642 -20.736 0.000
H 2.770 14.103 -18.740 0.000
H 1.290 14.904 -19.142 0.000
H 0.461 12.728 -19.455 0.000
H 2.128 12.104 -19.774 0.000
H 0.194 13.245 -21.599 0.000
H 1.767 12.229 -21.937 0.000
H 3.024 15.717 -20.852 0.000
H 3.898 14.243 -20.676 0.000
C 3.380 7.345 -11.972 0.000
C 2.199 7.711 -12.849 0.000
C 2.038 9.198 -12.603 0.000
O 3.204 9.607 -11.930 0.001
C 3.763 8.564 -11.179 0.000
H 4.260 7.180 -12.594 0.000
H 3.310 6.507 -11.279 0.000
H 1.212 7.382 -12.525 0.000
H 2.270 7.502 -13.916 0.000
H 1.176 9.439 -11.981 0.000
H 2.041 9.687 -13.577 0.000
H 3.275 8.550 -10.205 0.000
H 4.840 8.687 -11.064 0.000
C 1.051 13.372 -16.132 0.000
C 1.822 12.132 -16.525 0.000
C 0.770 11.177 -16.920 0.000
O -0.204 11.403 -15.886 0.000
C -0.341 12.806 -15.653 0.000
H 0.782 13.925 -17.032 0.000
H 1.501 13.903 -15.294 0.000
H 2.335 11.805 -15.620 0.000
H 2.517 12.293 -17.349 0.000
H 1.228 10.188 -16.894 0.000
H 0.347 11.422 -17.894 0.000
H -0.317 13.086 -14.600 0.000
H -1.117 13.348 -16.195 0.000
C 4.430 13.623 -13.312 0.000
C 5.871 13.910 -13.678 0.000
C 6.656 13.242 -12.568 0.000
O 5.933 12.094 -12.288 0.003
C 4.534 12.364 -12.382 0.000
H 3.810 13.576 -14.207 0.000
H 4.194 14.498 -12.706 0.000
H 6.112 14.970 -13.600 0.000
H 6.135 13.541 -14.669 0.000
H 6.575 13.837 -11.657 0.000
H 7.696 13.030 -12.817 0.000
H 3.980 12.464 -11.449 0.000
H 4.200 11.530 -13.001 0.000
C 5.567 9.424 -14.601 0.025
C 4.926 9.804 -15.904 0.003
C 5.968 9.477 -17.025 0.079
O 6.947 8.637 -16.412 0.657
C 6.498 8.277 -15.066 0.082
H 4.742 9.218 -13.920 -0.001
H 6.298 10.124 -14.196 0.003
H 4.545 10.825 -15.870 0.000
H 4.051 9.199 -16.142 0.001
H 6.483 10.400 -17.290 0.036
H 5.572 8.889 -17.853 0.038
H 7.421 8.206 -14.490 0.016
H 5.953 7.335 -15.006 0.052

Entry 2:
95
Properties=species:S:1:pos:R:3:lowdin_spin:R:1 method="wB97M-V/def2-TZVPD" largest_force_ha_per_bohr=0.0489 multiplicity=3 charge=+2 de_lowest_ev=0.000 s2=2.0141
Cu 0.586 -0.379 3.205 0.256
Cu -0.494 1.704 5.477 0.618
C 2.036 -5.607 1.081 0.000
C 0.604 -5.230 0.722 0.000
C 0.470 -4.307 -0.525 0.000
C 1.199 -2.995 -0.277 -0.001
P 1.047 -1.778 -1.627 0.000
C -0.664 -1.464 -2.145 0.000
C -1.644 -2.621 -2.459 0.000
C -2.870 -2.234 -3.267 0.000
C -3.718 -3.462 -3.547 0.000
C 1.888 -0.218 -1.268 0.000
C 3.407 -0.409 -1.225 0.000
C 4.167 0.909 -1.494 0.000
C 5.434 1.002 -0.640 0.000
C 1.794 -2.572 -3.087 0.000
C 1.993 -1.639 -4.283 0.000
C 2.775 -2.317 -5.445 0.000
C 1.885 -2.713 -6.612 0.000
H 2.602 -6.026 0.247 0.000
H 2.082 -6.278 1.933 0.000
H 2.573 -4.671 1.271 0.000
H 0.069 -4.696 1.510 0.000
H 0.070 -6.145 0.457 0.000
H -0.599 -4.211 -0.675 0.000
H 0.912 -4.848 -1.365 0.000
H 2.262 -3.088 -0.040 0.000
H 0.832 -2.543 0.653 0.000
H -0.556 -0.677 -2.897 0.000
H -1.129 -0.983 -1.273 0.000
H -2.023 -2.984 -1.506 0.000
H -1.032 -3.365 -2.974 0.000
H -2.608 -1.820 -4.243 0.000
H -3.516 -1.555 -2.706 0.000
H -3.268 -4.218 -4.198 0.000
H -4.700 -3.273 -3.988 0.000
H -4.015 -4.043 -2.663 0.000
H 1.532 0.177 -0.317 0.000
H 1.627 0.493 -2.055 0.000
H 3.749 -1.144 -1.963 0.000
H 3.731 -0.857 -0.281 0.000
H 3.503 1.700 -1.136 0.000
H 4.427 0.990 -2.546 0.000
H 6.208 0.314 -0.992 0.000
H 5.211 0.798 0.406 0.000
H 5.915 1.974 -0.758 0.000
H 1.107 -3.408 -3.274 0.000
H 2.638 -3.171 -2.720 0.000
H 2.449 -0.696 -3.993 0.000
H 0.962 -1.544 -4.636 0.000
H 3.195 -3.228 -5.005 0.000
H 3.645 -1.710 -5.686 0.000
H 2.353 -3.502 -7.203 0.000
H 1.720 -1.886 -7.301 0.000
H 0.942 -3.140 -6.267 0.000
O -0.370 -0.482 1.318 0.545
C -1.009 0.708 1.137 0.093
C -1.683 1.362 2.328 0.015
O -0.883 1.263 3.463 0.174
H -1.715 0.613 0.291 0.033
H -0.263 1.361 0.632 0.043
H -2.678 0.930 2.506 0.003
H -1.841 2.434 2.147 0.000
C 2.440 -1.355 6.350 0.018
C 1.494 -0.160 6.451 0.023
O 0.696 0.073 5.315 0.156
H 2.805 -1.594 7.344 0.001
H 3.262 -1.057 5.693 0.000
H 1.990 -2.243 5.904 0.000
H 2.071 0.744 6.670 0.002
H 0.840 -0.397 7.306 0.004
O -1.377 3.652 5.300 0.009
C -2.384 4.319 5.174 0.002
O -2.979 4.821 6.246 0.003
C -4.120 5.589 5.810 0.000
C -4.593 4.832 4.577 0.000
C -3.243 4.539 3.928 0.000
H -3.845 6.621 5.572 0.000
H -4.883 5.710 6.575 0.000
H -5.242 5.526 4.042 0.000
H -5.155 3.943 4.856 0.000
H -2.862 5.408 3.393 0.000
H -3.292 3.584 3.411 0.000
O 0.048 5.737 -2.959 0.000
C -0.831 5.305 -2.293 0.000
O -0.636 4.214 -1.505 0.000
C -1.788 3.864 -0.710 0.000
C -2.840 4.937 -1.059 0.000
C -2.285 5.710 -2.253 0.000
H -1.570 3.904 0.355 0.000
H -1.981 2.863 -1.096 0.000
H -3.050 5.592 -0.212 0.000
H -3.806 4.445 -1.196 0.000
H -2.339 6.781 -2.065 0.000
H -2.867 5.505 -3.148 0.000